{"formula": "C27H26N3O3PRuS2Te", "method": "ωB97M-V/def2-TZVPD", "elements": ["Ru", "S", "C", "C", "C", "C", "C", "C", "N", "C", "C", "C", "C", "C", "C", "C", "H", "H", "H", "H", "H", "H", "H", "H", "C", "C", "O", "P", "O", "Te", "O", "C", "C", "H", "H", "H", "H", "H", "H", "H", "H", "H", "H", "S", "C", "C", "C", "N", "C", "C", "C", "C", "C", "N", "C", "C", "H", "H", "H", "H", "H", "H", "H", "H"], "xyz": [[0.420972, 0.160200, -0.104415], [1.675694, -4.213650, 0.218691], [2.972960, -3.498533, -0.694455], [4.176744, -4.074479, -1.082353], [5.042957, -3.314477, -1.843415], [4.708687, -2.010164, -2.224063], [3.514865, -1.437605, -1.835657], [2.638280, -2.182557, -1.047232], [1.399065, -1.790291, -0.576807], [0.790359, -2.749044, 0.091470], [-0.509176, -2.482806, 0.673372], [-1.293398, -3.411429, 1.349140], [-2.511150, -3.015963, 1.882816], [-2.942385, -1.697733, 1.769755], [-2.168824, -0.762892, 1.091536], [-0.956650, -1.157719, 0.554850], [4.419010, -5.091812, -0.805448], [5.986380, -3.737171, -2.160165], [5.393932, -1.446816, -2.843119], [3.257577, -0.430937, -2.142428], [-0.946225, -4.431540, 1.462429], [-3.139040, -3.737419, 2.387519], [-3.879248, -1.387474, 2.212429], [-2.515795, 0.260574, 1.007872], [3.726370, 4.682938, 2.152803], [2.522839, 3.853212, 2.532639], [2.846696, 2.426182, 2.424466], [2.099692, 1.446194, 1.477906], [0.667413, 1.147179, 1.846894], [2.016375, 2.175627, -0.868716], [2.914424, 0.104485, 1.537633], [4.382151, 0.048011, 1.523422], [4.887813, -0.401559, 2.872755], [3.509459, 5.730242, 2.359297], [3.962746, 4.576565, 1.093378], [4.594428, 4.390197, 2.741786], [1.666050, 4.078383, 1.892518], [2.239026, 4.015905, 3.569039], [4.783817, 1.029459, 1.263085], [4.643873, -0.659537, 0.739680], [4.619019, 0.316795, 3.646526], [5.973344, -0.487844, 2.834246], [4.474083, -1.374143, 3.137287], [-2.426026, 2.385016, -5.713107], [-1.860750, 1.638445, -4.189596], [-2.328034, 2.094734, -2.961561], [-1.851150, 1.507092, -1.804860], [-0.959460, 0.509449, -1.827906], [-0.518885, 0.054099, -3.010420], [-0.941522, 0.592345, -4.208992], [-3.665709, 1.131077, -6.084977], [-4.955735, 1.310394, -5.612771], [-5.890165, 0.317566, -5.898622], [-5.581630, -0.762675, -6.596922], [-4.353463, -0.918713, -7.065974], [-3.345428, 0.014341, -6.836976], [-3.054898, 2.892566, -2.905059], [-2.205586, 1.831872, -0.833966], [0.175885, -0.777708, -2.982856], [-0.560354, 0.205300, -5.143275], [-5.233596, 2.193938, -5.054339], [-6.914776, 0.401673, -5.555179], [-4.166194, -1.812935, -7.648752], [-2.355767, -0.127568, -7.250492]], "forces_ev_per_a": [[-2.2054, -1.8119, -0.3825], [-0.0844, 0.2241, -0.0661], [-0.2013, 0.2059, -0.0055], [0.0608, -0.0778, -0.0243], [-0.0225, -0.0568, 0.0334], [-0.0131, 0.0399, -0.0041], [-0.0160, 0.0973, 0.0594], [0.3611, -0.2787, -0.1375], [-0.4292, 0.7705, 0.2939], [0.3494, -0.3708, -0.0785], [-0.3124, -0.0248, 0.2167], [0.2438, 0.0023, -0.1519], [-0.1216, 0.0500, 0.0265], [0.0328, 0.0800, -0.0692], [-0.1560, -0.0151, 0.0484], [0.6936, 0.4897, -0.0231], [0.0308, 0.0162, -0.0073], [-0.0115, -0.0085, -0.0026], [0.0032, -0.0008, 0.0144], [-0.0214, -0.0247, -0.0161], [-0.0853, -0.0241, 0.0043], [0.0553, -0.0123, 0.0447], [-0.0280, -0.0711, -0.0187], [0.0138, -0.0017, 0.0305], [-0.0561, -0.2345, -0.0018], [0.0694, 0.5125, 0.0140], [-0.0859, -0.2112, -0.4034], [1.1426, 0.0194, 1.4389], [-0.1043, -0.2123, -0.9831], [0.5347, 0.4490, -0.1064], [-0.1592, 0.5720, -0.0947], [0.4946, -0.0997, 0.1399], [-0.1943, 0.0298, -0.0233], [0.0044, 0.0161, -0.0307], [0.0259, 0.0325, 0.0101], [-0.0043, 0.0219, 0.0114], [-0.0344, -0.0691, 0.0576], [-0.0639, -0.1327, -0.0064], [-0.1080, 0.0046, -0.0347], [-0.1101, 0.0026, -0.0549], [0.0444, -0.0055, 0.0053], [0.0093, 0.0179, 0.0036], [0.0107, 0.0021, -0.0150], [-0.0491, -0.2129, 0.0968], [-0.0576, 0.1175, -0.2583], [0.0658, -0.1195, 0.0972], [-0.1683, 0.0508, -0.0421], [0.6357, 0.1902, 0.3537], [-0.0939, -0.1192, -0.1483], [-0.0567, -0.0437, 0.1787], [0.1208, 0.2848, 0.0808], [-0.1679, -0.1445, -0.0283], [0.3376, 0.2722, 0.0443], [-0.4436, -0.4969, -0.1323], [0.1749, 0.3394, 0.1262], [-0.0297, -0.1765, -0.0989], [0.0061, 0.0077, -0.0131], [0.0744, 0.0280, 0.0105], [0.0615, 0.0665, 0.0148], [-0.0157, -0.0066, -0.0036], [0.0143, -0.0045, 0.0012], [0.0151, 0.0101, -0.0047], [0.0273, 0.0158, -0.0001], [-0.0028, 0.0290, 0.0142]], "e_tot_ha": -2934.5941, "s_squared": 6.047, "multiplicity": 5, "gap_ev": [7.120, 4.598], "charge": 2, "lumo_ha": [-0.238, -0.330], "e_above_lowest_kcal_mol": 14.9}